No. 1
74
Properties=species:S:1:pos:R:3 method="wB97M-V/def2-TZVPD" fmax_ev_per_a=9.1 energy_ha=-2702.19162 molar_mass_g_mol=610.8
C 6.15932 -1.91943 3.56541
C 6.17770 -0.52793 3.25068
C 5.68734 0.11311 1.87420
C 6.49156 1.32651 1.27391
C 6.08474 2.06403 -0.03697
C 6.90052 3.32971 -0.62154
C 8.26164 2.92287 -1.35307
O 9.29321 2.49207 -0.80220
Cl 8.32532 3.15480 -3.19136
C 4.81261 1.57041 -0.80124
C 4.00656 0.34139 -0.22938
C 4.41606 -0.39343 1.08937
C 3.55513 -1.61327 1.65614
O 2.98303 -1.25434 2.96862
O 1.92561 -0.43886 2.68356
C 2.70278 -0.07437 -1.08720
O 2.38053 -1.25629 -1.34991
C 1.85092 1.18480 -1.63597
C 0.30278 1.17700 -1.57674
C -0.40632 2.48140 -2.11251
B -2.04636 2.50560 -2.01179
O -2.91217 2.66716 -3.16059
O -2.57453 2.39545 -0.65486
C -2.28804 3.63526 0.07895
C -1.60420 3.33407 1.52413
C 0.35797 3.69484 -2.69611
C 1.91252 3.66727 -2.73702
C 2.65423 2.41908 -2.20088
C 4.26272 2.27833 -2.14580
O 4.99700 2.65596 -3.08764
H 5.60761 -2.23002 4.52948
H 6.62036 -2.75677 2.94616
H 6.53915 0.19052 4.07958
H 7.42870 1.69898 1.81846
H 7.17449 4.08930 0.20303
H 6.26926 3.93214 -1.37916
H 4.27147 -2.49861 1.78456
H 2.67062 -1.91997 1.00521
H 1.17363 -1.01237 2.36697
H -0.31190 0.30240 -1.14721
H -2.65007 3.53849 -3.55588
H -1.63893 4.35921 -0.52337
H -3.30702 4.11606 0.32680
H -0.89903 2.43946 1.45038
H -2.45387 3.12530 2.25796
H -1.04733 4.25860 1.93758
H -0.17257 4.61744 -3.09606
H 2.52654 4.54210 -3.14985
O -6.14166 -2.46359 -1.31268
P -5.05409 -2.86821 -0.31196
O -5.43100 -1.74568 0.84994
C -6.64989 -1.88631 1.55957
C -6.61512 -3.06707 2.51338
O -3.82154 -2.04287 -1.06172
C -3.98007 -1.61955 -2.41814
C -4.67994 -0.26950 -2.51445
O -3.84515 -3.45513 0.75606
C -3.91980 -4.77426 1.27853
C -4.58848 -5.79376 0.37708
H -7.48870 -1.97820 0.86429
H -6.79698 -0.96853 2.13503
H -6.59102 -4.00702 1.96308
H -7.50965 -3.07960 3.14454
H -5.73714 -3.01763 3.15745
H -4.51031 -2.38559 -2.99307
H -2.98421 -1.54084 -2.86331
H -5.52859 -0.17745 -1.83883
H -5.03133 -0.08942 -3.53362
H -3.98965 0.53209 -2.23876
H -4.41878 -4.74265 2.24946
H -2.89401 -5.09854 1.47901
H -5.54084 -5.43491 -0.02740
H -4.78132 -6.71558 0.93137
H -3.94196 -6.03566 -0.47165

No. 2
86
Properties=species:S:1:pos:R:3 method="wB97M-V/def2-TZVPD" fmax_ev_per_a=0.6 de_lowest_ev=0.000 energy_ha=-8105.69657 molar_mass_g_mol=1054.7
Cd 0.38850 -1.95892 -0.40582
C -0.97030 -1.62001 4.19758
N -1.37916 -0.54406 3.30302
C -1.91172 0.66875 3.90637
C -1.14362 -0.63856 1.99200
O -0.64799 -1.65842 1.50309
C -1.47693 0.58955 1.15943
O -1.23024 0.38551 -0.21226
C -2.29325 0.68739 -1.07634
C -3.33488 -0.43236 -1.08234
O -3.25043 -1.34079 -0.27376
N -4.30592 -0.35818 -2.02866
C -5.20709 -1.48514 -2.19699
C -4.29170 0.60522 -3.11323
H -1.84078 -2.04413 4.69968
H -0.46927 -2.39168 3.62413
H -0.27943 -1.22737 4.94443
H -1.88105 0.55294 4.98608
H -1.31254 1.54426 3.64956
H -2.94988 0.84455 3.61766
H -2.51873 0.86896 1.33416
H -0.84549 1.41648 1.50585
H -2.75672 1.64681 -0.81870
H -1.85795 0.78336 -2.07169
H -5.12831 -2.13273 -1.32978
H -6.23250 -1.12718 -2.29832
H -4.94845 -2.05618 -3.09441
H -3.80184 1.52983 -2.82022
H -3.78687 0.20752 -3.99933
H -5.31872 0.84961 -3.38517
Cl 3.48128 -1.36706 -1.54854
C 2.34152 -1.49977 -2.84725
C 0.98407 -1.65188 -2.55001
C 0.14181 -1.64373 -3.64971
Cl -1.59048 -1.73248 -3.38864
C 0.57309 -1.53322 -4.97112
Cl -0.54113 -1.52707 -6.28694
C 1.93506 -1.41129 -5.21952
Cl 2.51100 -1.26609 -6.83385
C 2.82708 -1.38375 -4.14889
Cl 4.50856 -1.17971 -4.45358
O 3.71146 -2.09590 1.75808
Cl 2.44916 -2.82055 1.91409
O 2.65399 -4.05837 2.66571
O 1.71269 -0.10133 2.97252
O 2.02942 -3.26990 0.51266
Br -2.55140 -8.46344 -0.35151
C -1.80679 -6.72913 -0.34851
C -2.31427 -5.75734 -1.19144
C -1.73176 -4.50299 -1.15235
N -0.70337 -4.19077 -0.36061
C -0.23511 -5.14196 0.45293
C -0.75702 -6.42558 0.49519
H -3.13778 -5.96171 -1.86008
H -2.11361 -3.70947 -1.77853
H 0.60611 -4.87551 1.07641
H -0.33708 -7.15963 1.16701
C 0.10663 6.45406 2.20633
C 1.04390 6.15129 1.04529
S 1.70341 4.50919 1.22854
O 0.62001 3.56836 1.04261
O 2.48719 4.45963 2.43436
C 2.80832 4.34718 -0.16574
C 3.75508 3.15712 -0.00390
N 3.10689 1.96237 0.50807
C 2.12742 1.27303 -0.10689
N 1.54328 0.38872 0.69135
C 2.11665 0.56193 1.90466
C 3.09726 1.52460 1.83127
N 3.98822 1.86379 2.84983
O 4.92218 2.61350 2.62776
O 3.72551 1.41547 3.97179
C 1.71041 1.55112 -1.50181
H -0.33251 7.44058 2.06663
H 0.64606 6.44074 3.15142
H -0.70068 5.72416 2.25348
H 1.89243 6.83676 1.01618
H 0.52644 6.17577 0.08506
H 3.40302 5.25950 -0.23016
H 2.18056 4.27586 -1.05422
H 4.54822 3.40737 0.69091
H 4.20595 2.93038 -0.96942
H 2.33453 0.15100 3.69223
H 2.56821 1.63876 -2.17089
H 1.12340 2.47242 -1.53770
H 1.07875 0.73992 -1.84657

No. 3
74
Properties=species:S:1:pos:R:3 method="wB97M-V/def2-TZVPD" fmax_ev_per_a=1.5 energy_ha=-4827.61983 molar_mass_g_mol=729.0 multiplicity=2 total_charge=-1 s2=0.756
Rb -0.53510 0.10440 -0.02090
C 1.88250 -1.03000 -2.74640
C 0.39520 -1.16320 -3.07530
N -0.32270 -1.84090 -2.02290
C -0.04160 -3.24360 -1.82150
C 0.91760 -3.49970 -0.68240
C 1.47720 -4.76360 -0.49620
C 2.35730 -4.94990 0.55440
C 2.67340 -3.86680 1.35700
C 2.05130 -2.64960 1.10250
C 2.33110 -1.45950 1.98390
N 2.23740 -0.19100 1.29350
C 3.38260 0.16810 0.48300
C 3.36720 -0.51920 -0.88200
N 2.05970 -0.39430 -1.46790
N 1.17800 -2.48830 0.12420
H 2.32590 -2.02900 -2.68360
H 2.38130 -0.48270 -3.57320
H -0.03300 -0.15950 -3.16550
H 0.30180 -1.67810 -4.05370
H -1.31640 -1.69000 -2.13250
H -0.96930 -3.76240 -1.56250
H 0.36100 -3.71630 -2.73470
H 1.22020 -5.58830 -1.14480
H 2.80770 -5.91450 0.73920
H 3.37730 -3.97010 2.17030
H 1.57410 -1.46690 2.77620
H 3.31980 -1.59790 2.46560
H 2.09570 0.54000 1.97990
H 3.33680 1.24620 0.31850
H 4.33770 -0.07400 0.98690
H 4.17030 -0.07050 -1.50260
H 3.59220 -1.58390 -0.75920
H 1.78450 0.58180 -1.50310
C -2.01020 2.78360 2.74010
N -1.97890 2.60710 1.30110
C -1.64710 3.85340 0.64090
C -3.24380 2.11470 0.76470
C -3.83100 0.90870 1.48890
N -3.02070 -0.26300 1.31700
C -3.31810 -1.34240 1.98230
C -2.58280 -2.53770 1.69530
F -1.70690 -2.47710 0.64380
C -2.73450 -3.72000 2.36110
F -1.99650 -4.80270 1.98640
C -3.63850 -3.87100 3.40530
C -4.43390 -2.76630 3.66820
F -5.38060 -2.88580 4.64040
C -4.31940 -1.57530 2.99450
F -5.22450 -0.59710 3.33290
H -2.86130 3.39440 3.08960
H -1.09120 3.27390 3.05910
H -2.05960 1.81280 3.22830
H -0.65510 4.18030 0.94430
H -2.36620 4.66440 0.86180
H -1.63000 3.69680 -0.43510
H -3.07170 1.83580 -0.27740
H -4.01330 2.90960 0.78380
H -4.83480 0.72820 1.07050
H -3.97700 1.16920 2.54320
H -3.73540 -4.78890 3.95450
Br 3.89460 6.94990 0.51530
C 2.90030 5.33660 0.29120
C 2.46400 4.60510 1.40180
C 1.82020 3.41340 1.17310
N 1.58530 2.89390 -0.04670
C 1.98100 3.63690 -1.09240
C 2.63480 4.84110 -0.99180
H 2.63070 4.97580 2.40200
H 1.46160 2.81700 2.00500
H 1.75220 3.22400 -2.06670
H 2.93720 5.39630 -1.86620
S -1.44750 2.98330 -3.59970
C -1.39740 1.73440 -2.65270